C24H47BCuF2N3O2S5SbSi3 as an isolated structure, computed with the ωB97M-V functional and the def2-TZVPD basis.

Structure (XYZ):
```
89
Properties=species:S:1:pos:R:3:forces:R:3
Cu 1.386097 0.115607 -0.640578 -0.713 0.348 0.144
C -1.265803 3.489807 -1.434778 -0.125 -0.519 0.268
C -0.021803 4.170007 -0.889278 0.638 -0.337 -0.146
S 1.480897 3.113207 -1.033878 -0.223 0.305 0.148
C 2.180197 3.258107 0.638922 -0.064 0.060 -0.366
C 1.389597 2.653307 1.786722 0.118 -0.422 -0.169
S 0.943697 0.893207 1.575922 -1.636 0.084 0.352
C -0.908603 1.009907 1.751822 0.748 0.034 -0.101
C -1.683503 2.026407 0.939922 -0.013 -0.072 -0.491
S -1.519003 1.773107 -0.862678 0.067 0.243 0.191
H -1.199103 3.381707 -2.516478 -0.065 0.100 -0.062
H -2.158503 4.068407 -1.185478 0.066 0.053 -0.155
H -0.131903 4.433607 0.159522 -0.052 0.060 0.049
H 0.163397 5.083607 -1.455078 -0.075 0.061 0.092
H 2.362297 4.317407 0.833722 0.087 -0.060 0.084
H 3.140397 2.748707 0.551022 -0.043 0.176 0.075
H 0.471797 3.201807 1.989022 0.015 0.026 0.039
H 2.022197 2.685207 2.670722 -0.131 0.074 0.026
H -1.111203 1.176007 2.810122 -0.072 -0.088 0.056
H -1.233503 0.004607 1.484022 -0.070 -0.102 0.108
H -1.369303 3.043407 1.160322 -0.045 0.037 0.060
H -2.742603 1.938407 1.185522 -0.008 0.084 0.094
F 0.748597 -2.835993 -0.651478 0.297 0.662 0.527
B 0.510597 -1.631093 -1.298278 0.382 -1.421 -0.635
F 0.570397 -1.923093 -2.646778 0.223 0.819 -0.061
C -3.559103 -4.991993 -2.837478 0.548 0.547 0.250
Si -1.931703 -3.977693 -2.794778 -0.238 -0.483 -0.556
C -1.768303 -3.153793 -4.514378 0.078 -0.097 0.739
C -0.512003 -5.203293 -2.451578 -0.342 0.667 0.003
Sb -1.945503 -2.003193 -1.037378 -0.821 -0.296 0.271
Si -4.191703 -0.752393 -1.632578 -0.583 0.338 -0.178
C -4.796303 0.422707 -0.245378 0.436 -0.429 -0.350
C -5.631103 -1.969993 -1.963478 0.715 0.218 0.117
C -3.851403 0.255007 -3.218078 0.125 -0.477 0.526
Si -2.226603 -3.213793 1.299522 -0.462 -0.309 0.554
C -0.581403 -3.795093 2.062622 -0.435 0.295 -0.579
C -3.416503 -4.693293 1.038522 0.492 0.599 -0.039
C -3.055703 -2.043993 2.575822 0.323 -0.225 -0.604
H -3.495503 -5.745093 -3.616378 0.164 -0.144 -0.218
H -4.418403 -4.370993 -3.059378 -0.164 0.168 -0.030
H -3.754003 -5.505693 -1.903078 -0.010 -0.085 0.231
H -1.629103 -3.896193 -5.295478 -0.017 -0.252 -0.046
H -0.914003 -2.484593 -4.541378 0.123 0.099 0.031
H -2.656403 -2.576793 -4.762478 -0.159 0.051 0.033
H -0.609503 -6.098293 -3.059978 -0.201 -0.094 -0.171
H -0.488903 -5.508893 -1.409578 -0.039 -0.026 0.185
H 0.447097 -4.751293 -2.677678 0.173 0.155 0.009
H -4.419003 0.128507 0.727222 0.064 -0.053 0.225
H -5.879603 0.438107 -0.183978 -0.224 -0.123 -0.101
H -4.457703 1.433507 -0.437178 0.141 0.210 -0.090
H -5.679403 -2.747993 -1.207878 0.000 -0.150 0.152
H -5.530203 -2.450693 -2.930178 0.068 -0.103 -0.190
H -6.582003 -1.447093 -1.956678 -0.135 0.252 0.021
H -2.934503 0.824307 -3.110378 0.131 0.094 0.045
H -4.652203 0.954007 -3.433878 -0.282 0.108 0.071
H -3.733903 -0.390893 -4.081478 -0.004 -0.210 -0.161
H -0.087403 -4.539193 1.448122 0.082 -0.124 -0.185
H -0.740303 -4.229493 3.046422 -0.241 -0.024 0.150
H 0.109697 -2.964493 2.175422 0.092 0.164 -0.012
H -2.979603 -5.448693 0.393722 0.121 -0.124 -0.153
H -4.351003 -4.369793 0.588622 -0.138 0.103 -0.108
H -3.657003 -5.167093 1.984722 0.030 -0.045 0.281
H -2.317003 -1.430393 3.082722 0.164 0.120 0.028
H -3.569803 -2.620493 3.339822 -0.046 -0.242 0.077
H -3.787903 -1.383293 2.122822 -0.134 0.085 -0.082
N 5.716097 6.375807 2.519422 0.131 0.274 0.023
C 5.434697 5.035607 2.637122 -0.007 -0.321 0.089
C 6.206397 4.089507 1.956022 -0.100 0.148 0.034
C 5.935897 2.743507 2.079222 0.213 0.038 -0.028
C 4.915097 2.319107 2.909022 -0.168 -0.701 0.177
C 4.182397 3.237607 3.637922 0.073 -0.026 0.090
C 4.426197 4.589407 3.495822 0.038 0.002 -0.053
S 4.412897 0.601207 2.899122 -0.366 0.354 -0.273
O 5.575197 -0.235793 2.725222 0.089 0.199 0.118
O 3.574797 0.375507 4.042522 -0.078 0.214 -0.034
N 3.471997 0.588207 1.573322 0.233 -0.036 1.405
C 4.003297 0.370607 0.402222 1.127 -0.236 -0.271
S 5.689297 -0.052193 0.117322 -0.079 -0.188 -0.935
C 5.376597 -0.001893 -1.597778 -0.101 0.053 0.171
C 4.085397 0.282407 -1.837278 0.572 -0.096 -0.242
N 3.316097 0.496207 -0.726578 -0.425 -0.240 -0.118
H 6.284097 6.660807 1.739222 -0.140 0.074 0.058
H 5.012597 7.026707 2.822222 0.070 0.036 -0.103
H 7.023597 4.429107 1.337922 0.101 0.004 -0.140
H 6.518897 2.014407 1.541222 0.127 0.012 -0.023
H 3.441897 2.861507 4.326522 -0.165 0.063 0.090
H 3.845597 5.308207 4.055322 -0.047 0.091 0.109
H 6.153697 -0.205093 -2.304578 0.151 -0.041 -0.212
H 3.606897 0.364007 -2.797078 0.047 -0.040 -0.206
```
Positions in Å, forces in eV/Å.

Summary:
net charge	0
HOMO-LUMO gap (spin up / spin down)	7.40 / 6.02	eV
⟨S²⟩	0.755
2S+1	2

Here are the Löwdin charges for atoms 1 to 5, given in e: Cu 0.2379; C -0.5100; C -0.4998; S 0.8691; C -0.5087

---

A 10-piece molecular cluster, C24H47Br18ClO7S overall, computed with the ωB97M-V functional and the def2-TZVPD basis.

Structure (XYZ):
```
98
Properties=species:S:1:pos:R:3:forces:R:3
O 4.475449 0.707529 -1.332408 0.276 0.024 0.119
C 3.478911 0.357783 -1.854276 0.024 0.027 0.158
Cl 3.403606 -1.134360 -2.801880 -0.076 -0.059 -0.130
C 2.156858 1.074932 -1.838563 0.238 0.051 -0.110
O 2.235036 2.135920 -0.888627 -0.375 0.155 -0.084
S 0.892310 2.414073 -0.021592 0.630 -0.250 -0.083
O 0.549936 1.180491 0.642439 -0.258 0.017 0.055
O -0.057870 2.514363 -1.354760 -0.234 0.090 0.208
C -1.462710 2.478095 -1.096805 -0.108 -0.131 0.071
O -2.014265 1.885435 -2.231898 0.126 0.329 -0.061
C -3.321235 2.271001 -2.570584 -0.265 -0.108 -0.505
O -4.293733 1.342449 -2.149568 0.507 0.259 0.337
C -3.878621 -0.013668 -2.204948 -0.336 -0.520 -0.004
C -3.324627 -0.517058 -0.856677 0.080 0.000 -0.280
O -3.868909 0.172097 0.248280 -0.023 -0.167 0.336
H 1.367884 0.358793 -1.615039 -0.064 0.054 0.047
H 2.006320 1.496060 -2.835884 -0.150 -0.113 0.015
H -1.661367 1.871592 -0.206807 0.152 -0.040 0.009
H -1.824532 3.499413 -0.942020 -0.076 -0.006 -0.179
H -3.371434 2.378741 -3.660520 0.263 -0.248 -0.011
H -3.589275 3.239526 -2.150963 0.189 -0.106 0.232
H -4.759414 -0.606497 -2.459667 -0.121 0.247 0.024
H -3.142333 -0.182926 -2.993271 0.043 0.076 -0.010
H -3.627412 -1.558405 -0.731333 0.108 -0.012 0.000
H -2.228595 -0.498589 -0.863026 -0.030 0.169 0.155
H -3.747982 1.121391 0.149465 -0.117 -0.060 -0.256
Br 10.329983 1.215470 -0.804263 0.006 -0.032 0.050
C 8.591867 0.557635 -0.213613 0.039 0.000 -0.158
C 7.664322 1.681822 0.153778 -0.076 0.017 0.160
Br 8.138391 2.461321 1.871533 -0.014 0.090 -0.024
H 8.782212 -0.114934 0.616149 0.007 0.010 0.033
H 8.192760 -0.002150 -1.056480 -0.018 0.022 -0.008
H 6.646138 1.316941 0.265541 0.013 -0.047 -0.031
H 7.679150 2.487986 -0.572507 -0.003 -0.012 -0.035
Br 10.706573 0.032861 3.584374 -0.084 -0.084 -0.047
C 9.982886 -1.557090 4.438793 0.186 0.144 0.037
C 9.885571 -2.723737 3.493798 -0.125 -0.065 -0.013
Br 8.386916 -2.550038 2.265745 0.036 0.024 -0.026
H 9.020279 -1.278309 4.854589 -0.025 -0.030 -0.007
H 10.674549 -1.789053 5.245507 -0.012 -0.046 0.003
H 9.696558 -3.641098 4.046429 0.006 0.010 0.024
H 10.776793 -2.840935 2.886424 0.020 0.020 0.005
Br -3.253847 5.184509 -5.832617 -0.033 0.033 0.035
C -2.265395 6.628346 -4.985153 0.009 -0.133 -0.161
C -1.633067 6.176977 -3.696933 -0.004 0.075 0.170
Br -2.961015 6.010563 -2.284340 0.153 0.056 0.013
H -2.964115 7.446333 -4.841218 -0.002 0.006 0.029
H -1.500223 6.921223 -5.700329 0.022 -0.002 0.017
H -0.910625 6.907947 -3.341101 -0.018 0.034 -0.036
H -1.152781 5.207951 -3.792271 0.010 -0.004 -0.019
Br -2.956112 -3.016817 2.574242 0.079 0.086 -0.081
C -4.746064 -2.268501 2.522187 0.140 0.005 0.042
C -5.779101 -3.352942 2.647463 -0.127 -0.026 -0.073
Br -5.927228 -4.373055 0.994323 -0.012 -0.053 -0.019
H -4.821380 -1.707709 1.595541 -0.027 0.021 0.011
H -4.812977 -1.582369 3.362300 -0.022 -0.024 0.038
H -6.764289 -2.927368 2.825410 0.004 0.025 -0.035
H -5.540421 -4.062466 3.433457 0.028 0.027 0.027
Br -5.567018 -9.127220 -0.894354 0.006 0.060 0.019
C -7.144541 -8.018516 -0.644258 0.039 -0.169 0.004
C -7.612302 -7.407453 -1.938448 -0.007 0.175 0.036
Br -6.467229 -5.937586 -2.489365 0.035 -0.023 -0.039
H -6.884999 -7.268722 0.096836 -0.016 0.030 -0.007
H -7.906939 -8.681610 -0.241796 -0.023 0.008 -0.022
H -8.603315 -6.976556 -1.814906 -0.002 -0.006 0.032
H -7.624357 -8.120282 -2.756148 0.006 -0.039 0.017
Br 11.263532 6.014796 1.855381 -0.057 0.020 -0.028
C 10.635666 4.871633 0.410795 0.138 -0.012 0.150
C 11.255051 5.240918 -0.908400 -0.111 0.016 -0.125
Br 10.475024 6.861243 -1.653617 0.049 0.005 0.024
H 9.553714 4.947196 0.401762 -0.014 -0.011 -0.024
H 10.921493 3.861582 0.693564 -0.015 -0.009 -0.032
H 11.062220 4.461407 -1.642278 -0.017 -0.025 0.027
H 12.322981 5.415763 -0.831796 0.012 -0.008 0.024
Br -4.328649 -5.293755 6.136227 0.035 0.028 -0.029
C -2.930290 -4.242006 6.985998 -0.083 -0.145 0.040
C -3.455993 -2.931654 7.508752 0.060 0.096 -0.089
Br -3.761839 -1.671819 6.063372 -0.073 0.080 0.113
H -2.148453 -4.107476 6.245477 0.001 0.033 -0.011
H -2.560008 -4.856191 7.803654 -0.010 0.015 0.019
H -2.725198 -2.459464 8.161226 0.031 -0.029 -0.012
H -4.397025 -3.043225 8.036856 -0.004 -0.034 0.012
Br -2.379696 -5.970081 0.271719 -0.005 -0.027 -0.107
C -0.511789 -6.221401 -0.194520 -0.175 -0.059 0.104
C 0.361207 -5.165774 0.431101 0.114 0.069 -0.117
Br 0.191556 -3.451228 -0.473637 -0.033 0.008 0.046
H -0.452870 -6.217868 -1.277949 0.047 0.014 -0.012
H -0.242091 -7.206046 0.181113 0.045 0.016 0.018
H 1.410743 -5.438110 0.344721 -0.003 -0.015 -0.014
H 0.113775 -4.992080 1.473298 -0.022 -0.017 0.011
Br -5.983274 3.931781 -2.449647 -0.530 0.176 0.046
C -7.398315 5.247292 -2.220682 0.045 -0.171 -0.029
C -7.760525 5.925647 -3.515038 0.024 0.162 0.002
Br -6.432182 7.245459 -4.042176 -0.004 -0.048 -0.019
H -7.057370 5.949619 -1.466987 -0.012 0.039 -0.015
H -8.249793 4.689118 -1.837867 -0.026 0.017 -0.024
H -8.689462 6.480378 -3.405343 -0.008 -0.015 0.029
H -7.849701 5.224754 -4.338426 0.005 -0.029 0.008
```
Positions in Å, forces in eV/Å.

Summary:
net charge	0
HOMO-LUMO gap	9.70	eV

Here are the Löwdin charges for atoms 1 to 5, given in e: O 0.0867; C -0.7786; Cl 0.6813; C -0.2297; O -0.3132